Record 1
{"formula": "C5H11O2", "method": "wB97M-V/def2-TZVPD", "elements": ["C", "C", "C", "H", "H", "H", "H", "H", "H", "H", "H", "C", "C", "O", "O", "H", "H", "H"], "positions_angstrom": [[-1.017, -1.075, -0.460], [-0.018, -2.139, 0.050], [-1.730, -0.051, 0.474], [-1.716, -1.711, -0.879], [-0.530, -0.490, -1.319], [0.891, -1.984, -0.407], [0.146, -2.417, 1.138], [-1.493, -0.090, 1.514], [-0.405, -3.209, -0.261], [-2.855, -0.182, 0.340], [-1.639, 1.039, 0.150], [1.789, 1.863, 0.574], [1.083, 1.701, -0.866], [0.319, 2.598, -1.240], [1.498, 0.674, -1.510], [0.997, 1.679, 1.318], [2.293, 2.782, 0.736], [2.385, 1.013, 0.647]], "atomic_forces_ev_per_a": [[1.572, 1.738, 0.014], [-2.134, -2.810, 1.475], [-1.663, 1.063, -1.747], [-2.022, -0.640, -1.079], [-0.460, -0.925, 1.365], [2.249, 0.228, -0.794], [-0.285, 1.358, -0.776], [0.260, -0.286, 0.729], [0.726, 1.893, 0.007], [1.185, -0.140, 0.542], [0.569, -1.453, 0.260], [-2.775, -0.759, -0.991], [2.103, -0.678, -0.131], [-0.530, 0.127, 0.072], [-0.841, 1.030, 0.779], [0.092, 0.562, -0.001], [0.350, 0.873, 0.063], [1.604, -1.180, 0.213]], "e_above_lowest_kcal_mol": 29.7, "e_tot_ha": -347.6023, "max_force_ha_per_bohr": 0.0744, "total_charge": -1, "multiplicity": 1, "e_homo_ev": -3.974}

***

Record 2
{"formula": "C5H11O2", "method": "wB97M-V/def2-TZVPD", "elements": ["C", "C", "C", "H", "H", "H", "H", "H", "H", "H", "H", "C", "C", "O", "O", "H", "H", "H"], "positions_angstrom": [[-0.230, 0.093, 1.063], [0.411, 0.276, 2.538], [-1.288, -0.986, 1.151], [-0.484, 1.060, 0.666], [0.608, -0.195, 0.438], [0.396, 1.335, 2.802], [1.422, -0.108, 2.574], [-1.181, -1.777, 0.411], [-1.467, -1.401, 2.128], [-0.284, -0.223, 3.220], [-2.298, -0.601, 0.875], [1.149, 0.792, -2.468], [0.005, -0.339, -2.600], [-0.293, -0.635, -3.774], [-0.470, -0.667, -1.502], [2.006, 0.460, -3.068], [1.298, 1.236, -1.488], [0.700, 1.680, -2.966]], "atomic_forces_ev_per_a": [[2.172, -0.461, 2.372], [-1.510, 0.655, -1.331], [-1.971, 0.395, -1.562], [-0.817, 0.209, -0.080], [-0.278, -0.350, -0.216], [0.312, 0.001, 0.130], [0.115, -0.183, 0.260], [0.438, -0.018, 0.118], [0.436, -0.233, 0.579], [0.586, -0.026, 0.272], [0.556, 0.093, 0.087], [-1.479, 0.414, -1.391], [0.924, 1.695, 0.034], [0.081, -0.306, 0.382], [-0.612, -0.858, -0.287], [0.127, 0.371, 0.546], [0.613, -0.862, 0.468], [0.308, -0.536, -0.381]], "e_above_lowest_kcal_mol": 22.7, "e_tot_ha": -347.6134, "max_force_ha_per_bohr": 0.0632, "total_charge": -1, "multiplicity": 1, "e_homo_ev": -3.866}

***

Record 3
{"formula": "C5H11O2", "method": "wB97M-V/def2-TZVPD", "elements": ["C", "C", "H", "H", "H", "H", "H", "H", "C", "C", "C", "O", "O", "H", "H", "H", "H", "H"], "positions_angstrom": [[1.614, 2.008, 0.319], [1.449, 1.174, -0.955], [1.409, 3.052, 0.089], [0.856, 1.763, 1.067], [2.612, 1.910, 0.720], [1.840, 1.725, -1.809], [0.395, 0.984, -1.136], [1.911, 0.205, -0.849], [-1.367, -1.387, 0.790], [-1.863, -0.426, -0.291], [-0.130, -2.247, 0.361], [0.049, -2.333, -0.874], [0.446, -2.821, 1.304], [-1.106, -0.909, 1.741], [-2.113, -2.128, 1.097], [-1.279, -0.651, -1.178], [-1.789, 0.620, 0.026], [-2.936, -0.540, -0.424]], "atomic_forces_ev_per_a": [[-0.683, 0.125, -0.418], [-0.399, 0.355, 0.409], [0.238, 0.283, -0.006], [0.306, -0.366, 0.117], [0.200, 0.079, 0.307], [0.214, -0.202, -0.132], [-0.067, -0.011, -0.128], [0.206, -0.293, -0.153], [0.387, -0.070, 0.523], [-0.404, 0.069, 0.988], [-0.884, -0.054, -0.036], [0.506, -0.044, -0.040], [0.411, -0.064, 0.015], [0.040, 0.213, -0.197], [-0.117, 0.041, -0.294], [-0.241, 0.164, -0.293], [0.466, 0.039, -0.134], [-0.178, -0.263, -0.528]], "e_above_lowest_kcal_mol": 7.3, "e_tot_ha": -347.6381, "max_force_ha_per_bohr": 0.0208, "total_charge": -1, "multiplicity": 1, "e_homo_ev": -3.881}

***

Record 4
{"formula": "C5H11O2", "method": "wB97M-V/def2-TZVPD", "elements": ["C", "C", "C", "O", "O", "H", "H", "H", "H", "H", "C", "C", "H", "H", "H", "H", "H", "H"], "positions_angstrom": [[0.865, -1.109, -0.255], [1.028, -2.410, -1.013], [0.401, -1.518, 1.253], [-0.035, -0.583, 1.975], [0.523, -2.704, 1.598], [1.711, -0.430, -0.246], [0.095, -0.466, -0.650], [1.940, -2.898, -0.667], [0.880, -2.598, -2.084], [0.374, -3.197, -0.615], [-0.634, 1.751, 0.617], [-1.261, 2.652, -0.498], [0.320, 1.358, 0.349], [-0.525, 2.421, 1.528], [-1.328, 0.998, 0.892], [-2.336, 2.440, -0.644], [-1.351, 3.655, -0.132], [-0.669, 2.639, -1.408]], "atomic_forces_ev_per_a": [[-1.203, -0.793, 0.786], [0.236, -1.851, 0.243], [0.203, 1.055, 0.543], [0.330, -0.236, -0.565], [0.161, -0.369, -0.413], [0.611, -0.331, 0.184], [-0.645, -0.070, -0.250], [0.528, 0.233, -0.493], [0.458, 1.126, -0.195], [-0.502, 0.645, 0.311], [-0.973, 2.916, 0.437], [-0.393, -0.470, 0.803], [0.378, -0.305, 0.012], [0.156, -1.032, -0.865], [-0.078, -0.934, 0.222], [0.553, -0.527, -0.499], [0.501, 0.938, 0.020], [-0.322, 0.008, -0.282]], "e_above_lowest_kcal_mol": 24.8, "e_tot_ha": -347.6101, "max_force_ha_per_bohr": 0.0604, "total_charge": -1, "multiplicity": 1, "e_homo_ev": -3.765}